Record 1
{
  "formula": "H2IOPS2",
  "method": "wB97M-V/def2-TZVPD",
  "elements": ["O", "P", "S", "S", "H", "I", "H"],
  "xyz": [[1.678, -1.430, 0.779], [1.550, -0.253, -0.063], [0.423, 1.317, 0.215], [2.667, -0.483, -1.804], [2.335, 0.738, -2.238], [-4.491, -0.072, 2.344], [-4.161, 0.183, 0.766]],
  "atomic_forces_ev_per_a": [[0.27, -0.41, 0.15], [-1.20, 1.50, -0.12], [1.26, -1.35, -0.51], [-0.31, 0.15, 0.59], [-0.02, 0.11, -0.10], [0.11, 0.09, -0.53], [-0.10, -0.08, 0.52]],
  "smiles": "O=P(=S)S.I",
  "total_energy_ev": -41140.6447,
  "relative_energy_kcal_mol": 17.5
}

***

Record 2
{
  "formula": "C19H38IrNO3P3",
  "method": "wB97M-V/def2-TZVPD",
  "elements": ["P", "C", "H", "H", "H", "C", "H", "H", "H", "C", "H", "H", "H", "P", "C", "H", "H", "H", "C", "H", "H", "H", "C", "H", "H", "H", "P", "C", "H", "H", "H", "C", "H", "H", "H", "C", "H", "H", "H", "Ir", "C", "O", "C", "O", "C", "C", "C", "C", "C", "C", "H", "H", "H", "H", "H", "H", "C", "C", "N", "O", "H", "H", "H", "H", "H"],
  "xyz": [[0.374, 3.608, -0.345], [2.046, 4.337, -0.387], [2.016, 5.398, -0.671], [2.671, 3.741, -1.067], [2.482, 4.201, 0.613], [-0.330, 3.854, -2.009], [-1.359, 3.461, -2.008], [0.247, 3.229, -2.702], [-0.287, 4.923, -2.258], [-0.591, 4.803, 0.645], [-0.644, 5.774, 0.133], [-0.146, 4.875, 1.647], [-1.591, 4.367, 0.775], [-1.043, -1.283, 3.065], [0.667, -1.123, 3.655], [0.740, -1.541, 4.669], [0.963, -0.068, 3.671], [1.345, -1.645, 2.974], [-1.955, -0.308, 4.312], [-3.031, -0.331, 4.113], [-1.623, 0.737, 4.269], [-1.742, -0.721, 5.310], [-1.551, -3.011, 3.338], [-1.630, -3.221, 4.418], [-0.800, -3.658, 2.863], [-2.519, -3.182, 2.847], [0.587, -2.707, -1.923], [2.303, -3.189, -1.822], [2.552, -3.796, -2.712], [2.478, -3.765, -0.897], [2.949, -2.295, -1.785], [-0.586, -4.038, -2.157], [-0.299, -4.522, -3.107], [-1.604, -3.622, -2.211], [-0.538, -4.759, -1.323], [0.333, -1.347, -3.055], [0.653, -1.735, -4.037], [0.936, -0.467, -2.749], [-0.735, -1.075, -3.068], [-1.598, -0.652, 0.479], [-0.227, 0.560, 1.018], [0.687, 1.248, 1.271], [0.250, -1.934, -0.231], [1.107, -1.963, 0.649], [-3.542, -1.645, -0.068], [-2.923, -1.056, -1.167], [-2.619, 0.309, -1.152], [-2.822, 1.047, 0.010], [-3.255, 0.427, 1.186], [-3.623, -0.940, 1.142], [-3.825, -2.694, -0.090], [-2.681, -1.649, -2.034], [-2.185, 0.783, -2.044], [-2.567, 2.112, 0.044], [-3.336, 1.001, 2.111], [-3.929, -1.455, 2.031], [4.322, 0.855, -2.603], [3.330, 0.765, -1.472], [3.850, 0.540, -0.231], [2.101, 0.879, -1.645], [5.332, 1.072, -2.218], [4.006, 1.636, -3.317], [4.352, -0.096, -3.169], [3.216, 0.498, 0.546], [4.843, 0.452, -0.067]],
  "atomic_forces_ev_per_a": [[-0.12, 3.68, -0.92], [0.46, -1.56, 0.49], [-0.18, -0.25, 0.02], [-0.09, 0.48, -0.05], [-0.05, 0.39, -0.18], [-0.01, -1.66, 0.10], [0.18, 0.46, -0.14], [-0.13, 0.44, -0.19], [0.01, -0.21, 0.08], [-0.18, -1.44, 0.99], [0.14, -0.27, -0.01], [-0.11, 0.28, -0.27], [0.03, 0.47, -0.05], [0.05, -0.81, 1.30], [0.21, -0.08, -0.20], [0.04, 0.14, -0.26], [-0.12, -0.13, 0.17], [-0.11, -0.07, 0.27], [-0.08, 0.18, -0.39], [0.10, -0.08, 0.25], [-0.04, -0.19, 0.14], [-0.14, 0.15, -0.30], [0.13, 0.07, -0.11], [0.06, -0.02, -0.45], [-0.24, 0.04, 0.23], [0.23, -0.07, 0.26], [-0.94, 1.44, 3.20], [0.36, -0.35, -0.23], [0.07, 0.19, 0.41], [-0.15, 0.08, -0.46], [-0.33, -0.33, -0.10], [0.27, -0.20, -0.49], [-0.46, -0.10, 0.28], [0.41, -0.20, -0.13], [0.15, 0.29, -0.36], [0.13, -0.18, -0.67], [-0.29, 0.53, 0.00], [-0.49, -0.89, -0.34], [0.46, -0.15, -0.18], [6.17, 0.08, 0.48], [2.60, 1.16, 0.86], [-2.14, -1.70, -0.77], [-1.40, -0.43, -2.35], [1.06, 0.07, 1.32], [-0.34, -1.28, 1.12], [-0.54, -0.14, -1.50], [-0.07, 0.91, -2.36], [-0.79, 1.93, -0.29], [-1.52, 0.17, 1.01], [-2.11, -0.16, 0.37], [0.10, 0.12, 0.01], [-0.28, -0.01, -0.17], [-0.32, -0.23, 0.44], [-0.02, -0.45, -0.04], [0.09, -0.24, -0.26], [-0.40, -0.05, 0.26], [-0.07, 0.25, -1.41], [3.31, -0.82, 3.24], [-1.89, 0.58, -2.45], [-0.32, 0.31, -0.17], [-0.50, -0.01, 0.07], [0.20, -0.27, 0.28], [-0.17, 0.27, 0.35], [-0.11, -0.18, 0.49], [0.20, 0.03, -0.20]],
  "total_energy_ev": -58610.3802,
  "spin_multiplicity": 6,
  "total_charge": 4,
  "s2": 8.7759
}